15
Properties=species:S:1:pos:R:3:forces:R:3:lowdin_charge:R:1 method="wB97M-V/def2-TZVPD" relative_energy_kcal_mol=29.9 multiplicity=2 orbital_gap_ev="9.753 / 4.596" largest_force_ev_per_a=2.0 energy_ev=-8728.554 e_lumo_ev="-3.5 / -8.7" total_charge=+1
N -0.309 -1.458 1.062 -0.159 -0.095 -0.867 0.05
C -0.010 -2.310 0.151 0.604 -1.014 -0.836 -0.34
N 1.125 -2.267 -0.636 -1.403 0.977 1.001 0.10
H 0.121 0.227 0.104 0.021 -0.608 0.521 0.04
H -1.156 -1.832 1.481 -0.029 0.526 0.351 0.05
H -0.623 -3.184 -0.097 0.004 0.012 0.447 0.13
H 1.059 -2.783 -1.500 0.205 0.179 -0.039 0.10
H 1.416 -1.299 -0.679 0.879 -0.288 -0.515 0.08
N -0.642 2.798 0.498 -1.290 -0.480 0.637 0.35
C -0.482 1.904 -0.607 0.559 0.579 -0.150 -0.26
O 0.502 0.996 -0.369 -0.161 0.381 -0.307 0.01
H -1.195 3.657 0.440 0.216 -0.009 -0.251 0.17
H -0.572 2.408 1.441 0.550 0.134 0.018 0.17
H -0.325 2.591 -1.458 0.373 -0.537 -0.207 0.17
H -1.454 1.415 -0.821 -0.368 0.242 0.195 0.19